Below is C27H24N5O7SV as an isolated structure at a distorted geometry, with properties calculated with ωB97M-V/def2-TZVPD.

Values from the calculation:
- net charge = +2
- HOMO-LUMO gap (hartree) = 0.1392
- HOMO level (hartree) = -0.473

Each line ends with the Mulliken charge.
CARTESIAN COORDINATES (ANGSTROEM)
V  0.33  -0.31  0.42  0.3111
O  1.86  -2.83  2.58  -0.4397
C  2.04  -2.25  1.59  -0.2397
O  0.88  -1.93  0.75  -0.3018
C  3.31  -1.60  1.09  0.2740
C  3.43  -0.31  1.96  -0.5059
C  4.85  0.21  1.99  -0.9741
C  5.00  0.79  0.56  -0.9191
C  3.62  0.51  -0.03  -0.1983
O  2.72  0.62  1.10  -0.4378
C  3.44  -0.99  -0.35  0.0562
C  2.24  -1.14  -1.25  -0.4057
O  1.99  -1.92  -2.08  -0.4446
O  1.24  -0.05  -0.99  0.2905
H  4.12  -2.31  1.29  0.8051
H  2.93  -0.37  2.93  0.7947
H  4.95  0.99  2.74  0.3610
H  5.57  -0.58  2.22  0.3920
H  5.19  1.86  0.58  0.3809
H  5.79  0.32  -0.02  0.3667
H  3.31  1.19  -0.82  0.6462
H  4.26  -1.45  -0.89  0.7481
O  -0.72  2.26  3.03  -0.7143
S  -0.80  0.96  2.49  1.3254
O  0.48  0.16  2.34  -0.4797
N  -1.01  0.94  0.86  -0.0101
C  -2.27  0.91  0.19  -0.5357
C  -3.31  1.78  0.31  -0.5487
C  -4.47  1.53  -0.47  -0.9244
C  -4.56  0.45  -1.30  -0.8582
C  -3.48  -0.47  -1.41  0.6224
C  -3.46  -1.64  -2.20  -0.7022
C  -2.35  -2.45  -2.18  -1.1206
C  -1.25  -2.12  -1.38  -0.2757
N  -1.25  -1.02  -0.63  1.4533
C  -2.34  -0.21  -0.64  1.0355
C  -2.00  0.00  3.28  0.5807
C  -2.82  0.63  4.21  -0.3878
C  -3.78  -0.13  4.86  -0.7547
C  -3.89  -1.48  4.59  -0.4362
C  -3.05  -2.10  3.66  -0.9828
C  -2.09  -1.36  3.00  -0.1954
H  -3.26  2.66  0.95  0.6483
H  -5.30  2.22  -0.40  0.4763
H  -5.45  0.28  -1.89  0.4837
H  -4.31  -1.89  -2.81  0.5251
H  -2.31  -3.36  -2.76  0.5050
H  -0.36  -2.74  -1.36  0.4855
H  -2.71  1.69  4.41  0.5272
H  -4.43  0.34  5.59  0.4555
H  -4.63  -2.07  5.11  0.4370
H  -3.14  -3.16  3.48  0.4751
H  -1.42  -1.85  2.31  0.3740
N  2.13  1.22  -5.93  -0.4382
C  1.46  1.65  -4.84  0.7896
C  0.56  0.81  -4.15  -0.4279
N  -0.09  1.22  -3.08  -0.2051
C  0.13  2.48  -2.68  -0.2524
C  1.01  3.30  -3.36  -0.4755
N  1.69  2.90  -4.43  -0.6318
H  1.94  0.33  -6.35  0.1892
H  2.70  1.88  -6.44  0.2440
H  0.38  -0.20  -4.49  0.2796
H  -0.42  2.84  -1.82  0.4764
H  1.18  4.32  -3.03  0.4080

---

Below is C27H25BBrCoF7N2O5 as an isolated structure, with properties calculated with ωB97M-V/def2-TZVPD.

Values from the calculation:
- <S²> = 0.917
- net charge = -2
- HOMO-LUMO gap (spin up / spin down) (hartree) = 0.2142 / 0.2143
- 2S+1 = 2
- HOMO level (spin up / spin down) (hartree) = -0.066 / -0.066

Each line ends with the Löwdin spin population.
CARTESIAN COORDINATES (ANGSTROEM)
Co  0.01  0.08  -0.18  0.9749
Br  1.07  3.69  0.03  -0.0001
C  -0.02  2.84  1.32  -0.0005
C  -0.35  3.59  2.44  -0.0001
C  -1.27  3.07  3.33  -0.0007
C  -1.86  1.85  3.04  0.0000
C  -1.45  1.17  1.91  0.0002
N  -0.51  1.64  1.07  -0.0020
C  -2.11  -0.13  1.51  0.0002
O  -3.08  -0.51  2.16  -0.0003
O  -1.61  -0.68  0.48  -0.0156
H  0.10  4.56  2.59  0.0000
H  -1.54  3.62  4.22  0.0000
H  -2.62  1.39  3.65  -0.0001
F  3.16  -1.91  -1.61  0.0001
C  2.45  -2.70  -0.76  0.0003
F  3.02  -3.92  -0.82  0.0000
F  2.67  -2.22  0.48  0.0005
C  0.93  -2.72  -1.15  0.0008
O  0.49  -3.81  -1.48  -0.0016
O  0.36  -1.60  -1.12  -0.0014
N  1.89  0.55  -0.42  0.0045
C  2.97  0.91  -0.40  -0.0017
C  4.36  1.27  -0.40  -0.0003
C  5.26  0.45  0.28  -0.0003
C  6.60  0.78  0.28  0.0001
C  7.04  1.91  -0.39  -0.0003
C  6.14  2.72  -1.07  0.0000
C  4.79  2.40  -1.08  -0.0004
H  4.88  -0.41  0.82  0.0000
H  7.30  0.15  0.81  0.0000
H  8.09  2.17  -0.39  0.0000
H  6.48  3.61  -1.59  0.0000
H  4.07  3.02  -1.60  0.0000
F  1.28  -0.39  2.08  0.0123
B  2.02  0.11  3.18  0.0011
F  2.12  -0.86  4.18  0.0004
F  3.31  0.46  2.71  0.0001
F  1.39  1.26  3.68  0.0001
C  1.44  -0.08  -3.91  -0.0001
C  1.15  1.37  -4.29  0.0001
C  1.97  2.35  -3.44  0.0000
C  -0.32  1.71  -4.28  0.0008
C  -0.90  2.09  -5.48  0.0001
C  -2.24  2.45  -5.59  0.0007
C  -3.00  2.42  -4.43  0.0001
C  -2.48  2.05  -3.20  0.0007
C  -3.42  2.04  -2.01  0.0001
C  -3.67  0.61  -1.51  -0.0001
C  -2.94  2.98  -0.90  0.0001
C  -1.10  1.65  -3.07  0.0042
O  -0.60  1.28  -1.94  0.0235
H  2.51  -0.29  -3.97  0.0000
H  0.92  -0.77  -4.58  0.0000
H  1.10  -0.29  -2.90  0.0000
H  1.48  1.50  -5.33  0.0000
H  1.59  2.33  -2.42  0.0000
H  1.88  3.37  -3.83  0.0000
H  3.03  2.07  -3.44  0.0000
H  -0.27  2.11  -6.37  0.0000
H  -2.67  2.74  -6.54  0.0001
H  -4.05  2.70  -4.48  0.0000
H  -4.37  2.44  -2.37  0.0000
H  -2.74  0.10  -1.30  -0.0001
H  -4.21  0.05  -2.28  0.0000
H  -4.27  0.61  -0.60  0.0000
H  -1.89  2.77  -0.67  0.0000
H  -3.53  2.84  0.01  0.0000
H  -3.02  4.02  -1.21  0.0000

---

Below is C27H25CdIN4O2 as an isolated structure at a distorted geometry, with properties calculated with ωB97M-V/def2-TZVPD.

Values from the calculation:
- net charge = 0
- HOMO-LUMO gap (hartree) = 0.2867
- HOMO level (hartree) = -0.302

Each line ends with the Mulliken charge.
CARTESIAN COORDINATES (ANGSTROEM)
C  2.85  -0.15  4.49  -1.0616
C  -1.20  -1.27  1.78  -0.4261
H  3.79  0.09  4.98  0.3621
H  2.34  -0.95  5.02  0.3971
H  2.22  0.74  4.40  0.2967
H  -1.04  -0.92  0.75  -0.2722
H  -1.36  -2.36  1.77  0.5574
H  -2.07  -0.75  2.19  0.3192
C  1.58  -1.15  -0.92  -0.0204
C  2.37  -1.01  -2.08  -0.6942
C  1.74  -0.62  -3.26  -0.5665
C  0.37  -0.34  -3.23  -0.8489
H  2.04  -1.47  0.03  0.1642
H  3.44  -1.21  -2.01  0.3720
H  2.30  -0.52  -4.19  0.4053
H  -0.18  0.00  -4.11  0.3009
N  0.28  -0.90  -0.91  -0.1683
C  -0.33  -0.47  -2.02  0.9639
C  -1.77  -0.11  -1.92  0.4401
N  -2.25  0.18  -0.71  0.0378
C  -3.50  0.59  -0.55  -0.2970
C  -3.95  0.31  -2.90  -0.4954
C  -4.41  0.67  -1.63  -0.7447
H  -3.80  0.87  0.46  0.4453
H  -5.43  0.98  -1.43  0.4298
C  -2.61  -0.06  -3.06  -0.8167
H  -2.19  -0.34  -4.02  0.3566
H  -4.61  0.34  -3.76  0.3982
Cd  0.52  -0.68  2.85  0.7090
I  3.42  -0.90  2.54  0.0905
O  0.02  1.56  4.52  -0.7110
C  0.11  2.15  3.44  0.1031
N  0.06  3.52  3.21  0.0574
C  -0.01  3.84  1.81  2.9814
C  0.16  2.42  1.19  -1.1077
O  0.13  2.16  -0.01  -0.6505
N  0.33  1.53  2.22  0.3613
C  -1.37  4.49  1.53  -0.7907
C  -2.24  4.02  0.55  -0.1860
C  -3.50  4.61  0.38  -0.7999
C  -3.89  5.67  1.21  -0.3807
C  -3.01  6.16  2.18  -0.9001
C  -1.74  5.59  2.32  -0.0397
C  1.16  4.72  1.40  -0.2439
C  1.01  5.91  0.69  -0.2373
C  2.14  6.70  0.41  -0.8471
C  3.41  6.27  0.79  -0.4571
C  3.56  5.05  1.46  -0.7287
C  2.44  4.27  1.76  -0.3688
H  -0.23  4.12  3.97  0.2787
H  -1.93  3.20  -0.10  0.5954
H  -4.17  4.23  -0.40  0.4511
H  -4.88  6.12  1.09  0.3795
H  -3.29  6.99  2.83  0.3621
H  -1.03  6.01  3.04  0.3307
H  0.02  6.23  0.37  0.4323
H  2.01  7.64  -0.12  0.3959
H  4.29  6.88  0.57  0.3746
H  4.55  4.69  1.76  0.3834
H  2.55  3.31  2.27  0.3282

---

Number 1: M 613.5 g/mol. Number 2: M 740.1 g/mol. Number 3: M 676.8 g/mol.